No. 1
ORCA calculation (ωB97M-V/def2-TZVPD) on C34H35FeN3O4PS5 as an isolated structure.

Values from the calculation:
LUMO (spin up / spin down) (eV): 3.485 / 3.484
Multiplicity: 6
Kohn-Sham gap (spin up / spin down) (Eh): 0.1394 / 0.1818
F_max (eV Å⁻¹): 0.4
Total charge: -2
<S²>: 8.79

Last column: Löwdin charge in e.
Positions of all 83 atoms, in Å:
Fe -0.203 -0.388 -0.070  0.237
C -4.338 1.033 5.670  -0.084
C -3.530 0.021 4.876  -0.347
O -3.585 0.328 3.495  -0.375
P -2.348 0.999 2.659  -0.167
S -0.641 0.644 3.539  0.259
S -2.712 0.491 0.782  0.271
O -2.730 2.582 2.730  -0.369
C -2.098 3.525 3.584  -0.357
C -1.417 4.577 2.733  -0.074
H -4.252 0.835 6.742  0.066
H -5.393 0.999 5.390  0.069
H -3.969 2.041 5.473  0.060
H -3.945 -0.983 4.993  0.108
H -2.492 0.002 5.215  0.042
H -1.366 3.026 4.221  0.047
H -2.869 3.971 4.223  0.100
H -0.648 4.115 2.113  0.073
H -0.948 5.332 3.372  0.069
H -2.137 5.071 2.078  0.073
S 1.259 -1.915 1.001  0.523
C 2.108 -2.626 -0.377  -0.682
C 2.995 -3.684 -0.144  -0.170
C 3.715 -4.295 -1.162  -0.151
C 3.557 -3.847 -2.467  -0.152
C 2.684 -2.799 -2.722  -0.167
C 1.950 -2.168 -1.710  -0.673
S 0.877 -0.837 -2.139  0.570
H 3.114 -4.022 0.880  0.076
H 4.391 -5.113 -0.936  0.076
H 4.109 -4.307 -3.280  0.076
H 2.554 -2.438 -3.737  0.078
C 3.683 1.422 -3.111  -0.072
O 4.099 1.353 -1.763  -0.070
C 5.189 2.030 -1.371  -0.241
C 6.133 2.578 -2.228  -0.029
C 7.310 3.134 -1.725  -0.128
C 7.539 3.139 -0.361  -0.135
C 6.565 2.642 0.504  -0.047
C 5.371 2.115 0.029  -0.212
N 4.392 1.649 0.897  0.068
C 3.009 1.717 0.740  -0.030
C 2.325 2.768 0.105  -0.157
C 2.903 4.001 -0.267  -0.062
C 2.157 5.002 -0.875  -0.149
C 0.801 4.794 -1.125  -0.142
C 0.193 3.592 -0.767  -0.043
C 0.917 2.557 -0.155  -0.373
O 0.371 1.439 0.182  -0.277
H 2.759 0.848 -3.155  0.031
H 4.426 0.976 -3.781  0.085
H 3.498 2.461 -3.402  0.099
H 5.969 2.539 -3.296  0.095
H 8.042 3.548 -2.409  0.084
H 8.454 3.555 0.041  0.083
H 6.711 2.691 1.578  0.102
H 4.721 1.159 1.712  0.134
H 2.448 0.897 1.163  0.090
H 3.951 4.183 -0.047  0.097
H 2.628 5.941 -1.143  0.074
H 0.214 5.572 -1.602  0.076
H -0.861 3.412 -0.949  0.104
S -3.993 -5.637 -2.316  0.960
C -3.103 -4.229 -1.670  -0.524
C -3.001 -3.059 -2.407  -0.067
C -2.286 -2.003 -1.863  -0.150
N -1.708 -2.069 -0.669  -0.039
C -1.803 -3.188 0.033  -0.122
C -2.493 -4.303 -0.431  -0.069
C -5.657 -5.109 -1.941  -0.524
C -6.177 -5.241 -0.664  -0.076
C -7.478 -4.818 -0.427  -0.147
N -8.268 -4.298 -1.364  0.048
C -7.758 -4.176 -2.585  -0.154
C -6.467 -4.564 -2.923  -0.088
H -3.449 -2.974 -3.387  0.102
H -2.151 -1.077 -2.407  0.099
H -1.287 -3.190 0.986  0.085
H -2.539 -5.207 0.160  0.100
H -5.576 -5.658 0.132  0.105
H -7.904 -4.900 0.567  0.102
H -8.409 -3.741 -3.336  0.100
H -6.099 -4.445 -3.933  0.100

No. 2
ORCA calculation (ωB97M-V/def2-TZVPD) on C34H35FeN5O2S2 as an isolated structure.

Values from the calculation:
LUMO (spin up / spin down) (eV): -0.636 / -0.646
Multiplicity: 5
Kohn-Sham gap (spin up / spin down) (Eh): 0.2313 / 0.2288
F_max (eV Å⁻¹): 0.7
Total charge: 0
<S²>: 6.01

Last column: Löwdin charge in e.
Positions of all 79 atoms, in Å:
Fe -0.563 0.897 2.160  0.602
O -0.540 2.533 3.406  -0.151
C -1.000 2.807 4.573  -0.366
C -0.849 4.124 5.094  -0.022
C -1.305 4.470 6.339  -0.099
C -1.954 3.540 7.165  -0.119
C -2.127 2.264 6.690  -0.073
C -1.665 1.868 5.422  -0.147
C -1.933 0.508 5.024  -0.092
N -1.542 -0.053 3.946  -0.046
C -1.986 -1.394 3.644  -0.228
C -2.919 -1.320 2.437  -0.206
N -2.426 -0.307 1.505  -0.037
C -3.116 -0.132 0.444  -0.106
C -2.865 0.838 -0.592  -0.140
C -3.709 0.827 -1.714  -0.060
C -3.583 1.747 -2.729  -0.113
C -2.590 2.730 -2.614  -0.135
C -1.747 2.771 -1.531  -0.041
C -1.844 1.825 -0.474  -0.356
O -1.041 1.899 0.525  -0.190
H -0.356 4.846 4.455  0.109
H -1.163 5.486 6.690  0.099
H -2.314 3.823 8.144  0.090
H -2.636 1.525 7.301  0.103
H -2.534 -0.075 5.736  0.124
H -1.111 -2.002 3.393  0.085
H -2.497 -1.869 4.491  0.111
H -2.984 -2.298 1.950  0.117
H -3.923 -1.044 2.776  0.120
H -4.004 -0.757 0.276  0.129
H -4.483 0.068 -1.766  0.105
H -4.246 1.727 -3.583  0.094
H -2.490 3.481 -3.390  0.110
H -0.990 3.540 -1.436  0.123
S 0.507 -1.351 1.021  0.798
C 1.813 -1.141 0.015  -0.647
N 2.495 -2.160 -0.517  -0.112
C 3.526 -1.943 -1.522  -0.104
C 3.085 -0.812 -2.414  -0.109
N 2.878 0.363 -1.583  -0.117
C 3.097 1.651 -2.241  -0.126
C 2.144 1.816 -3.398  -0.213
C 2.611 1.970 -4.696  -0.051
C 1.719 2.092 -5.755  -0.085
C 0.354 2.048 -5.517  -0.076
C -0.119 1.893 -4.218  -0.058
C 0.771 1.780 -3.164  -0.014
C 2.267 0.270 -0.388  -0.688
S 1.952 1.550 0.593  0.817
C 2.230 -3.558 -0.175  -0.128
C 1.554 -4.280 -1.316  -0.218
C 0.337 -3.809 -1.807  -0.032
C -0.280 -4.450 -2.868  -0.071
C 0.308 -5.569 -3.447  -0.087
C 1.516 -6.042 -2.962  -0.082
C 2.138 -5.395 -1.901  -0.050
H 3.626 -2.862 -2.098  0.130
H 4.485 -1.718 -1.044  0.141
H 2.172 -1.081 -2.955  0.144
H 3.853 -0.574 -3.149  0.136
H 4.134 1.689 -2.586  0.128
H 2.952 2.427 -1.494  0.073
H 3.679 1.999 -4.882  0.109
H 2.093 2.216 -6.763  0.101
H -0.343 2.137 -6.340  0.103
H -1.183 1.865 -4.019  0.075
H 0.394 1.671 -2.151  0.099
H 1.609 -3.566 0.717  0.078
H 3.187 -4.029 0.061  0.131
H -0.123 -2.939 -1.352  0.093
H -1.224 -4.078 -3.245  0.107
H -0.176 -6.068 -4.276  0.103
H 1.980 -6.911 -3.410  0.103
H 3.086 -5.764 -1.523  0.111
N 1.286 0.431 3.582  0.009
H 2.152 0.213 3.106  0.003
H 1.131 -0.235 4.329  0.044
H 1.361 1.357 3.992  0.042

No. 3
ORCA calculation (ωB97M-V/def2-TZVPD) on a 2-piece molecular cluster, C34H36BF6NO2S overall at a distorted geometry.

Values from the calculation:
LUMO (eV): 0.407
Kohn-Sham gap (Eh): 0.2642
F_max (eV Å⁻¹): 3.1
SMILES string: CC1(C)OB(C(c2ccc(C(F)(F)F)cc2)c2ccc(C(F)(F)F)cc2)OC1(C)C.Cc1ccc(-c2ccc(N(C)C)cc2)s1
Total charge: 0

Last column: Löwdin charge in e.
Positions of all 81 atoms, in Å:
C 0.008 0.712 -5.215  -0.017
C 0.705 0.642 -3.860  -0.435
C 0.861 2.076 -3.349  -0.005
O -0.241 -0.035 -3.014  0.115
B 0.452 -0.984 -2.287  -0.579
C -0.349 -1.419 -0.948  -0.039
C 0.143 -1.763 0.439  -0.141
C 1.514 -1.968 0.684  -0.017
C 1.957 -2.778 1.728  -0.005
C 1.025 -3.395 2.562  -0.143
C 1.449 -4.373 3.625  -0.510
F 1.230 -3.864 4.891  0.083
F 2.772 -4.694 3.568  0.117
F 0.747 -5.547 3.582  0.118
C -0.328 -3.093 2.451  -0.004
C -0.747 -2.267 1.413  -0.009
C -1.845 -1.234 -1.168  -0.157
C -2.756 -0.649 -0.282  -0.018
C -4.129 -0.655 -0.552  0.007
C -4.592 -1.221 -1.737  -0.135
C -6.060 -1.216 -2.072  -0.524
F -6.277 -1.273 -3.420  0.111
F -6.713 -2.288 -1.520  0.114
F -6.686 -0.097 -1.608  0.116
C -3.713 -1.810 -2.634  0.003
C -2.353 -1.751 -2.377  -0.012
O 1.741 -1.223 -2.690  0.152
C 2.040 -0.243 -3.731  -0.417
C 2.377 -0.989 -5.015  -0.018
C 3.295 0.525 -3.309  -0.014
H 0.629 1.228 -5.960  0.094
H -0.275 -0.275 -5.587  0.089
H -0.918 1.294 -5.092  0.099
H 1.492 2.650 -4.040  0.096
H -0.123 2.570 -3.310  0.101
H 1.296 2.108 -2.340  0.082
H -0.179 -2.430 -1.439  0.176
H 2.248 -1.508 0.021  0.123
H 3.017 -2.945 1.905  0.123
H -1.049 -3.497 3.165  0.132
H -1.816 -2.096 1.331  0.102
H -2.398 -0.196 0.646  0.097
H -4.831 -0.230 0.164  0.124
H -4.066 -2.292 -3.538  0.125
H -1.682 -2.184 -3.113  0.123
H 2.609 -0.267 -5.804  0.095
H 3.266 -1.616 -4.870  0.095
H 1.559 -1.635 -5.351  0.094
H 3.537 1.296 -4.051  0.096
H 3.213 1.008 -2.323  0.083
H 4.158 -0.157 -3.263  0.096
C 3.541 5.472 -0.619  -0.114
C 2.438 4.600 -0.145  -0.617
C 1.087 4.889 -0.214  -0.139
C 0.272 3.887 0.374  -0.118
C 0.994 2.821 0.911  -0.463
C 0.519 1.761 1.736  -0.265
C 1.410 0.868 2.372  -0.063
C 0.994 0.148 3.467  -0.026
C -0.337 0.283 3.947  -0.235
N -0.702 -0.221 5.155  -0.191
C -2.030 0.000 5.687  -0.065
C 0.231 -0.993 5.953  -0.052
C -1.290 0.976 3.147  -0.027
C -0.869 1.666 2.022  -0.036
S 2.714 3.069 0.593  1.063
H 3.167 6.497 -0.691  0.081
H 4.390 5.442 0.069  0.074
H 3.858 5.148 -1.612  0.076
H 0.734 5.818 -0.671  0.112
H -0.816 3.940 0.411  0.104
H 2.424 0.735 1.991  0.098
H 1.696 -0.500 3.997  0.105
H -2.247 1.075 5.774  0.095
H -2.794 -0.452 5.036  0.087
H -2.079 -0.459 6.677  0.081
H 0.522 -1.922 5.444  0.068
H 1.144 -0.418 6.167  0.094
H -0.257 -1.253 6.896  0.085
H -2.344 0.973 3.424  0.096
H -1.587 2.197 1.398  0.109